{"formula": "C5H16N2O", "method": "ωB97M-V with the def2-TZVPD basis set", "symbols": ["C", "N", "C", "C", "C", "C", "N", "H", "H", "H", "H", "H", "H", "H", "H", "H", "H", "H", "H", "H", "H", "H", "H", "O"], "coordinates": [[-1.942800, -0.909687, 0.577255], [-0.763695, 0.203211, 0.530357], [-0.741980, 0.743326, 1.865666], [0.841549, -1.881407, 0.394790], [0.586156, -0.296599, 0.219608], [0.852677, 0.146572, -1.186943], [2.252072, 0.108968, -1.685563], [-1.696311, -1.739056, -0.045918], [-2.067112, -1.328490, 1.530311], [-2.874851, -0.335740, 0.238530], [-1.828556, 1.181199, 2.057549], [-0.485916, -0.028088, 2.679280], [-0.008489, 1.542775, 2.158369], [0.482209, -2.045231, 1.404101], [0.303105, -2.320547, -0.393062], [2.001677, -2.131810, 0.336561], [1.363772, 0.185114, 0.922115], [0.716709, 1.255003, -1.254585], [0.246884, -0.158984, -2.075351], [2.893850, 0.222023, -0.922311], [2.348989, -0.693380, -2.225565], [-0.894020, 2.810089, -0.889211], [-1.000922, 2.388958, -2.344298], [-0.584996, 3.081780, -1.891687]], "forces_ev_per_angstrom": [[0.90, 3.51, -1.83], [-1.14, -2.02, 1.23], [-1.90, 0.88, 2.58], [2.37, 2.77, 0.84], [1.27, -1.69, -0.13], [1.48, 3.29, -2.09], [-1.29, 0.77, 0.82], [0.00, -0.20, -0.94], [-0.14, -0.17, 1.67], [1.31, -1.13, 0.49], [2.24, -0.89, 0.04], [-0.72, 0.55, -0.92], [-0.55, -0.35, -1.28], [-0.09, -0.90, 0.02], [-0.60, -1.23, -0.68], [-2.57, 0.57, 0.04], [-1.26, -0.32, -1.09], [-0.65, -0.80, 0.68], [-0.11, -0.65, 1.24], [0.49, -0.38, -0.04], [1.09, -1.68, -0.64], [1.32, 1.14, -3.63], [-0.88, -1.61, -1.42], [-0.54, 0.54, 5.06]], "de_lowest_ev": 3.004, "charge": 0, "largest_force_ev_per_a": 5.113, "smiles": "C[C@@H](CN)N(C)C.O", "spin_multiplicity": 1, "orbital_gap_ev": 9.5007, "total_energy_ev": -10469.518}


{"formula": "C5H16N2O", "method": "ωB97M-V with the def2-TZVPD basis set", "symbols": ["N", "C", "C", "C", "C", "N", "C", "H", "H", "H", "H", "H", "H", "H", "H", "H", "H", "H", "H", "H", "H", "H", "H", "O"], "coordinates": [[1.671235, -0.403165, 1.198687], [-0.635894, -1.573538, -0.145092], [-0.124009, -0.183696, -0.468866], [0.646017, 0.487503, 0.681238], [1.286998, 1.792079, 0.165695], [0.316918, 2.793369, -0.264347], [-0.679951, 3.275084, 0.701487], [1.977450, -0.265219, 2.148372], [2.428037, -0.638507, 0.578959], [-0.959802, -2.154500, -1.014433], [0.152995, -2.173821, 0.301416], [-1.485574, -1.523197, 0.532890], [0.541232, -0.150651, -1.329661], [-0.956977, 0.456362, -0.772879], [-0.004793, 0.707825, 1.524691], [1.940968, 2.165638, 0.962619], [1.931098, 1.575773, -0.685525], [0.787458, 3.594516, -0.654594], [-0.354590, 4.227162, 1.132051], [-1.596982, 3.485429, 0.147855], [-0.851795, 2.543886, 1.484040], [-2.525811, -5.440349, -1.905746], [-1.696901, -6.725418, -1.937784], [-1.807318, -5.872557, -2.381066]], "forces_ev_per_angstrom": [[-0.26, -0.56, 0.22], [0.13, -0.46, -0.24], [-0.29, 0.35, 0.13], [0.69, 0.04, -0.60], [-0.47, 0.51, 0.68], [-0.27, -0.24, -0.20], [0.58, 0.30, -0.68], [0.01, 0.24, -0.18], [0.07, 0.20, -0.09], [-0.07, 0.38, -0.13], [-0.02, 0.04, 0.27], [0.01, -0.03, 0.20], [0.18, -0.39, -0.19], [0.06, 0.09, 0.15], [-0.20, -0.04, 0.01], [0.13, 0.03, 0.20], [0.02, -0.18, -0.10], [0.12, -0.08, -0.17], [-0.07, -0.10, 0.40], [-0.19, -0.17, 0.28], [-0.16, 0.07, 0.04], [0.08, -0.04, -0.05], [-0.03, 0.26, -0.13], [-0.05, -0.22, 0.18]], "de_lowest_ev": 0.861, "charge": 0, "largest_force_ev_per_a": 0.967, "smiles": "CC[C@@H](N)CNC.O", "spin_multiplicity": 1, "orbital_gap_ev": 9.4133, "total_energy_ev": -10471.661}


{"formula": "C5H16N2O", "method": "ωB97M-V with the def2-TZVPD basis set", "symbols": ["N", "C", "C", "C", "C", "N", "C", "H", "H", "H", "H", "H", "H", "H", "H", "H", "H", "H", "H", "H", "H", "H", "H", "O"], "coordinates": [[-1.786858, 0.233548, 1.313919], [1.287490, 2.414337, 0.399571], [-0.074255, 1.575687, 0.165466], [-0.390911, 0.320201, 1.020143], [0.103924, -0.783562, 0.162689], [1.544480, -0.811420, -0.031850], [1.953820, -1.939101, -0.837490], [-2.320527, -0.223831, 0.552627], [-1.847738, -0.429949, 2.075138], [2.311366, 1.900846, 0.359577], [1.429521, 3.333265, -0.359129], [1.473932, 3.067116, 1.236475], [-0.882750, 2.250743, 0.614991], [-0.282564, 1.244319, -0.900364], [0.192278, 0.411403, 2.020830], [-0.182982, -1.789769, 0.648453], [-0.513854, -0.773911, -0.789599], [1.526430, -0.006087, -0.619763], [2.267230, -2.878176, -0.342152], [1.224263, -2.064994, -1.641544], [2.923583, -1.587404, -1.309347], [-3.645954, -1.847354, -1.236176], [-2.722553, -0.729575, -1.492525], [-3.587364, -0.886338, -1.009940]], "forces_ev_per_angstrom": [[-0.97, -0.67, -0.03], [1.66, 0.95, -2.70], [-0.50, 2.30, 1.79], [2.65, 1.40, 0.61], [-1.05, -4.47, 1.61], [-1.50, 0.27, 0.51], [2.08, 0.79, -1.34], [0.35, 0.56, 0.47], [-0.38, 0.01, 0.24], [-1.69, 0.02, -0.31], [-0.70, -2.35, 0.74], [-1.17, -0.44, 1.35], [0.87, -0.41, -1.54], [0.37, 1.21, 0.99], [-0.85, -0.37, -1.66], [0.27, 1.17, -0.58], [0.68, 0.02, 0.42], [1.67, 0.80, -0.65], [-0.88, 0.58, 0.22], [0.10, -0.73, -0.15], [-0.99, -0.59, 0.18], [-0.51, 0.91, 0.56], [-1.38, 0.36, 0.78], [1.87, -1.32, -1.50]], "de_lowest_ev": 2.523, "charge": 0, "largest_force_ev_per_a": 4.871, "smiles": "CC[C@@H](N)CNC.O", "spin_multiplicity": 1, "orbital_gap_ev": 9.7237, "total_energy_ev": -10469.999}


Number 2 is which compound? C5H16N2O


Please write out number 2 again, unchanged.
{"formula": "C5H16N2O", "method": "ωB97M-V with the def2-TZVPD basis set", "symbols": ["N", "C", "C", "C", "C", "N", "C", "H", "H", "H", "H", "H", "H", "H", "H", "H", "H", "H", "H", "H", "H", "H", "H", "O"], "coordinates": [[1.671235, -0.403165, 1.198687], [-0.635894, -1.573538, -0.145092], [-0.124009, -0.183696, -0.468866], [0.646017, 0.487503, 0.681238], [1.286998, 1.792079, 0.165695], [0.316918, 2.793369, -0.264347], [-0.679951, 3.275084, 0.701487], [1.977450, -0.265219, 2.148372], [2.428037, -0.638507, 0.578959], [-0.959802, -2.154500, -1.014433], [0.152995, -2.173821, 0.301416], [-1.485574, -1.523197, 0.532890], [0.541232, -0.150651, -1.329661], [-0.956977, 0.456362, -0.772879], [-0.004793, 0.707825, 1.524691], [1.940968, 2.165638, 0.962619], [1.931098, 1.575773, -0.685525], [0.787458, 3.594516, -0.654594], [-0.354590, 4.227162, 1.132051], [-1.596982, 3.485429, 0.147855], [-0.851795, 2.543886, 1.484040], [-2.525811, -5.440349, -1.905746], [-1.696901, -6.725418, -1.937784], [-1.807318, -5.872557, -2.381066]], "forces_ev_per_angstrom": [[-0.26, -0.56, 0.22], [0.13, -0.46, -0.24], [-0.29, 0.35, 0.13], [0.69, 0.04, -0.60], [-0.47, 0.51, 0.68], [-0.27, -0.24, -0.20], [0.58, 0.30, -0.68], [0.01, 0.24, -0.18], [0.07, 0.20, -0.09], [-0.07, 0.38, -0.13], [-0.02, 0.04, 0.27], [0.01, -0.03, 0.20], [0.18, -0.39, -0.19], [0.06, 0.09, 0.15], [-0.20, -0.04, 0.01], [0.13, 0.03, 0.20], [0.02, -0.18, -0.10], [0.12, -0.08, -0.17], [-0.07, -0.10, 0.40], [-0.19, -0.17, 0.28], [-0.16, 0.07, 0.04], [0.08, -0.04, -0.05], [-0.03, 0.26, -0.13], [-0.05, -0.22, 0.18]], "de_lowest_ev": 0.861, "charge": 0, "largest_force_ev_per_a": 0.967, "smiles": "CC[C@@H](N)CNC.O", "spin_multiplicity": 1, "orbital_gap_ev": 9.4133, "total_energy_ev": -10471.661}